1.
# C6H8N2S

One molecule with the formula C6H8N2S in a non-equilibrium geometry (the ωB97M-V functional and the def2-TZVPD basis, OMol25).

Structure (XYZ):
```
17
Properties=species:S:1:pos:R:3:forces:R:3:lowdin_charge:R:1
C 2.026719 0.052355 1.116555 -0.20 -0.19 0.44 -0.257
C 2.074710 1.972015 2.579984 0.86 -0.60 0.16 -0.293
C -1.799064 -0.657094 0.610790 1.40 1.83 -1.06 -0.154
C 1.072511 -0.400383 -2.376419 3.31 -1.51 2.00 -0.246
C 1.752327 0.641553 2.281818 -1.85 -0.54 0.10 -0.127
C -0.714077 -0.154008 -0.357786 0.68 -2.17 -0.81 -0.471
N 2.149938 -0.650339 0.168918 1.33 -0.31 -0.44 -0.083
N 2.598381 2.925590 2.938005 -0.10 1.24 0.13 0.125
S 0.538642 -1.169292 -0.799211 -2.46 1.26 -0.31 1.018
H -2.723061 -0.539241 0.018666 0.06 -0.51 0.72 0.071
H -1.453462 -1.686053 0.726614 -0.98 -0.04 0.99 0.050
H -1.811416 0.044276 1.500463 -0.18 -1.41 -0.69 0.085
H 0.584090 -0.560424 -3.282893 -1.31 -0.74 -0.96 0.038
H 2.181593 -0.609170 -2.472827 -1.28 -0.10 0.04 0.078
H 1.051459 0.571230 -2.047521 -0.20 2.69 0.08 0.003
H 1.011124 0.125828 2.935332 0.97 0.24 -0.42 0.119
H -0.875595 0.627849 -1.063864 -0.07 0.85 0.04 0.043
```
Forces are in eV/Å.

Summary:
- Highest occupied orbital energy: -8.05 eV
- ΔE to the lowest compared entry with this formula, charge and spin: 453.13 kJ/mol
- Total energy: -740.9525 Eh
- LUMO level: -0.36 eV


2.
# C6H8N2S2

An isolated ion of composition C6H8N2S2 and charge +2 in a non-equilibrium geometry (the ωB97M-V functional and the def2-TZVPD basis, OMol25).

Structure (XYZ):
```
18
Properties=species:S:1:pos:R:3:forces:R:3:lowdin_charge:R:1
C 2.490412 0.655247 0.246213 1.47 1.46 1.04 -0.052
C 0.337287 1.530946 0.583768 -0.28 -0.58 0.06 -0.022
C 0.749761 -0.842076 0.253704 0.49 -1.20 -0.12 -0.267
C -1.757416 0.430797 0.286765 -1.97 -1.94 -0.33 -0.329
C 3.344126 -0.454014 0.051641 -1.75 -2.77 1.69 -0.272
C -3.569118 -1.445054 -0.672332 0.24 1.59 -2.12 -0.280
N -0.979873 1.455738 0.422081 1.98 -3.16 1.01 0.073
N 1.227376 0.470370 0.480927 -0.51 0.38 -1.00 -0.099
S 2.075930 -1.797226 -0.078267 -0.69 -0.04 0.48 1.137
S -2.764422 -0.724904 0.803900 0.43 1.40 -0.93 1.142
H 3.015359 1.581630 0.223260 -0.45 1.27 0.15 0.174
H 0.703298 2.476750 0.413442 1.07 1.87 -0.02 0.140
H 3.743981 -0.426917 -0.906024 1.52 0.21 -1.85 0.103
H 4.070380 -0.697495 0.867634 -0.25 0.47 -0.67 0.167
H -4.605462 -1.623438 -0.497971 -0.50 -1.42 1.23 0.056
H -2.931379 -2.132341 -1.210444 -0.06 -1.04 0.80 0.066
H -3.821155 -0.803216 -1.548400 0.99 1.02 0.86 0.090
H -1.329086 2.345195 0.280106 -1.73 2.46 -0.27 0.174
```
Forces are in eV/Å.

Summary:
- Net charge: +2
- Highest occupied orbital energy (spin up / spin down): -16.47 / -16.58 eV
- ΔE to the lowest compared entry with this formula, charge and spin: 317.68 kJ/mol
- Total energy: -1138.4119 Eh
- LUMO level (spin up / spin down): -9.84 / -9.58 eV


3.
# C6H8N3O

An isolated ion of composition C6H8N3O and charge +1 in a non-equilibrium geometry (the ωB97M-V functional and the def2-TZVPD basis, OMol25).

Structure (XYZ):
```
18
Properties=species:S:1:pos:R:3:forces:R:3:lowdin_charge:R:1
C 0.670945 2.140352 2.153853 -0.80 -0.09 0.69 0.179
C 0.313290 1.294697 1.387101 -0.44 -1.31 -1.53 -0.064
C -0.092046 0.200982 0.445639 3.29 0.73 -2.17 -0.345
N -0.200133 -1.106938 1.353932 -1.19 2.59 2.45 0.223
C 1.205402 -0.168237 -0.786398 -0.98 -0.82 2.10 0.022
C 0.533585 -1.012226 -1.882156 -0.68 2.69 1.04 -0.080
N -0.674282 -0.851801 -2.249356 1.88 -2.04 -0.23 0.174
C -1.420371 0.111266 -1.667007 -2.07 1.96 -0.50 -0.540
O -2.251166 0.696617 -2.322138 0.44 -0.16 0.87 0.147
N -1.255300 0.425611 -0.308380 -0.98 1.33 1.45 0.114
H 0.665091 2.798069 2.997979 0.55 0.24 -0.25 0.066
H 0.297199 -0.834428 2.327470 -1.63 -1.03 -2.56 0.225
H 0.340008 -1.812676 0.903345 0.02 -1.24 -0.26 0.117
H -1.280361 -1.297184 1.468514 2.73 -0.02 -0.15 0.224
H 1.909726 -0.820488 -0.245070 -0.22 -0.02 -0.02 0.097
H 1.920460 0.629339 -1.138887 -1.55 -0.11 0.35 0.143
H 1.165496 -1.640660 -2.423764 0.85 -1.37 -0.79 0.107
H -1.847544 1.247705 -0.014677 0.79 -1.33 -0.50 0.192
```
Forces are in eV/Å.

Summary:
- Net charge: +1
- Highest occupied orbital energy: -14.20 eV
- ΔE to the lowest compared entry with this formula, charge and spin: 426.48 kJ/mol
- Total energy: -472.5522 Eh
- SMILES: C#C[C@]1([NH3+])CC=NC(=O)N1
- LUMO level: -4.08 eV


4.
# C6H8N3O2S

C6H8N3O2S as an isolated structure in a non-equilibrium geometry (the ωB97M-V functional and the def2-TZVPD basis, OMol25).

Structure (XYZ):
```
20
Properties=species:S:1:pos:R:3:forces:R:3:lowdin_charge:R:1
C 1.391090 0.316458 -0.247007 1.04 0.75 0.10 -0.250
C 0.358755 0.926565 1.832965 0.25 -1.52 -1.89 -0.040
C 0.513803 -0.755333 -0.355544 -2.92 -1.87 0.42 -0.118
C -0.617452 -0.033165 1.603505 1.35 -0.11 0.18 -0.049
C 1.529456 1.081003 0.963778 -0.89 -0.14 0.65 -0.491
C -0.608469 -0.933037 0.506141 2.44 0.82 -1.43 -0.285
N 2.519870 1.859432 1.350440 -0.83 0.07 -0.81 0.045
N -2.124410 -1.902578 -1.069018 2.29 -2.33 -2.81 -0.050
N -1.671604 -1.873618 0.250915 2.28 0.37 0.43 -0.123
O 0.661709 1.557387 -2.848944 0.08 0.10 1.01 -0.525
O -1.356651 1.190350 -1.569778 0.53 0.03 0.66 -0.494
S 0.008587 1.737734 -1.533309 -0.48 0.36 -1.74 0.795
H 2.262844 0.456496 -0.868568 -0.04 -0.53 -0.65 0.097
H 0.453617 1.656477 2.564557 -0.71 0.72 2.04 0.065
H 0.488908 -1.397497 -1.237842 0.47 0.31 -0.03 0.103
H -1.284905 -0.393233 2.341578 -1.16 0.77 1.11 0.082
H -1.756410 -1.042390 -1.527586 -0.57 -0.37 0.21 0.039
H -1.501159 -2.726057 -1.577020 -2.12 2.57 1.45 0.124
H -2.428747 -1.734485 0.857018 -1.09 0.40 0.83 0.073
H 3.161166 2.009490 0.563719 0.07 -0.40 0.26 0.004
```
Forces are in eV/Å.

Summary:
- Net charge: -1
- Highest occupied orbital energy (spin up / spin down): -2.97 / -2.97 eV
- ΔE to the lowest compared entry with this formula, charge and spin: 65.52 kJ/mol
- Total energy: -946.3278 Eh
- LUMO level (spin up / spin down): 3.45 / 3.45 eV


5.
# C6H8N3OS

An isolated ion of composition C6H8N3OS and charge +1 in a non-equilibrium geometry (the ωB97M-V functional and the def2-TZVPD basis, OMol25).

Structure (XYZ):
```
19
Properties=species:S:1:pos:R:3:forces:R:3:lowdin_charge:R:1
C -1.753259 0.447347 0.187853 -2.13 0.67 -0.39 -0.069
C -0.812383 1.305737 0.609253 0.31 -0.84 -1.53 -0.025
C -1.605394 -0.827354 -0.568445 -1.30 0.26 0.65 -0.032
C -0.662605 -1.665548 -0.778049 0.47 2.70 2.45 -0.094
C 0.680490 1.111003 0.459397 -3.58 -0.07 1.62 -0.364
C 1.063958 -0.244506 0.512572 -1.65 -2.30 -1.99 -0.077
N 2.251532 -0.714354 0.597494 1.01 1.18 1.16 0.137
N 1.418712 2.111785 0.615476 2.76 1.35 -0.25 -0.324
N -0.051644 -2.719363 -1.034633 3.03 -1.61 -2.68 0.183
O 0.212961 4.461863 0.492215 -0.14 0.27 -0.83 -0.430
S 1.649429 3.625302 0.626468 -0.73 0.80 -0.32 1.033
H -2.850464 0.837313 0.320251 2.19 -1.20 -0.37 0.151
H -1.211465 2.249394 0.945725 0.41 0.20 0.40 0.103
H -2.477110 -1.355614 -0.980349 -0.44 0.70 0.05 0.152
H 2.994854 -0.085769 0.944873 0.17 -0.72 -0.45 0.138
H 2.382106 -1.717849 0.636080 0.35 0.26 0.06 0.110
H 0.615676 -2.635924 -1.834379 -0.87 -0.43 0.49 0.174
H 0.336613 -3.337721 -0.344654 -0.59 -0.35 0.63 0.145
H 0.001055 4.861690 -0.404952 0.75 -0.87 1.29 0.090
```
Forces are in eV/Å.

Summary:
- Net charge: +1
- Highest occupied orbital energy: -11.89 eV
- ΔE to the lowest compared entry with this formula, charge and spin: 435.96 kJ/mol
- Total energy: -870.6856 Eh
- LUMO level: -4.34 eV


6.
# C6H8N4O

An isolated ion of composition C6H8N4O and charge +2 in a non-equilibrium geometry (the ωB97M-V functional and the def2-TZVPD basis, OMol25).

Structure (XYZ):
```
19
Properties=species:S:1:pos:R:3:forces:R:3:lowdin_charge:R:1
C -0.433428 -4.155100 1.823346 0.54 -2.09 2.53 0.217
N -0.537469 -3.057588 1.328619 0.98 0.10 -0.11 0.047
N -0.748105 -2.016623 0.927383 -2.05 3.54 -1.17 0.293
C 0.099444 -0.802586 0.843398 1.89 0.14 1.51 -0.272
O 0.985570 -0.619152 1.628311 -0.83 -0.82 -0.52 0.225
C -0.358097 0.175276 -0.085890 -0.61 0.42 -1.65 -0.113
C -1.427214 0.135240 -0.962007 -0.10 -0.25 0.41 0.061
N -1.385458 1.252192 -1.707737 0.99 -0.04 0.21 0.148
C -0.316878 1.977075 -1.432180 1.63 -3.99 4.75 0.118
N 0.390604 1.315161 -0.347880 -4.04 1.43 -4.16 0.022
C 1.599558 1.828713 0.282553 -1.54 1.09 -2.28 0.074
H -0.302223 -4.078542 2.965435 -0.37 -0.85 -1.61 0.204
H -0.451368 -4.983577 1.117862 0.27 -0.45 0.50 0.159
H -2.237792 -0.530003 -1.198280 0.08 -0.53 0.61 0.160
H -2.023821 1.417151 -2.454398 -0.52 0.43 -0.64 0.194
H -0.021875 2.817177 -1.917762 0.92 2.46 -1.14 0.142
H 1.823231 2.705889 -0.366969 0.93 -0.83 1.05 0.146
H 1.342028 2.022616 1.257244 -0.61 1.48 2.32 0.092
H 2.182317 0.989238 0.419427 2.42 -1.23 -0.63 0.082
```
Forces are in eV/Å.

Summary:
- Net charge: +2
- Highest occupied orbital energy: -18.26 eV
- ΔE to the lowest compared entry with this formula, charge and spin: 0.00 kJ/mol
- Total energy: -526.9310 Eh
- SMILES: C=[N+]=NC(=O)c1c[nH]c[n+]1C
- LUMO level: -9.83 eV


7.
# C6H8N4O2

One molecule with the formula C6H8N4O2 in a non-equilibrium geometry (the ωB97M-V functional and the def2-TZVPD basis, OMol25).

Structure (XYZ):
```
20
Properties=species:S:1:pos:R:3:forces:R:3:lowdin_charge:R:1
N 2.691494 -2.056759 0.705174 2.10 -2.30 1.34 0.121
C 1.574856 -1.325407 0.631899 -0.87 -0.14 -0.91 -0.367
N 0.625129 -1.563086 1.524276 -0.42 1.37 -0.23 0.092
N -0.377645 -0.698126 1.139824 -0.66 0.78 -1.25 0.033
C -0.182514 -0.007032 -0.013369 0.38 -1.25 0.67 -0.090
C -1.201056 0.899424 -0.621897 1.21 -0.28 -0.89 -0.214
C -1.796247 1.931998 0.230460 -0.50 0.12 1.97 -0.107
C -2.659817 0.847454 -0.311997 -0.57 1.26 -3.07 -0.096
C 1.103501 -0.414742 -0.372875 0.38 -0.04 0.05 -0.065
N 1.842297 0.068323 -1.470890 -0.05 1.63 -0.24 -0.339
O 3.027010 -0.234873 -1.595618 -0.77 -0.27 0.00 0.063
O 1.258640 0.903922 -2.185538 0.79 -1.03 0.21 0.040
H 3.557532 -2.114409 0.138200 -1.68 0.79 0.31 0.119
H 2.641620 -2.756996 1.485408 0.23 1.14 -1.26 0.125
H -1.230391 -0.573475 1.649502 0.03 -0.57 0.52 0.143
H -1.017456 1.257354 -1.649759 0.29 -0.55 0.81 0.147
H -1.757777 2.978878 0.054426 -0.19 0.55 -0.56 0.101
H -1.769690 1.654446 1.297659 0.65 0.93 -0.36 0.112
H -2.914976 0.317215 0.506483 -1.33 -2.36 1.96 0.050
H -3.414511 0.885893 -1.141368 1.00 0.22 0.93 0.132
```
Forces are in eV/Å.

Summary:
- Highest occupied orbital energy: -8.56 eV
- ΔE to the lowest compared entry with this formula, charge and spin: 514.47 kJ/mol
- Total energy: -602.7836 Eh
- SMILES: Nc1n[nH]c(C2CC2)c1[N+](=O)[O-]
- LUMO level: 0.07 eV


8.
# C6H8N4S

One molecule with the formula C6H8N4S in a non-equilibrium geometry (the ωB97M-V functional and the def2-TZVPD basis, OMol25).

Structure (XYZ):
```
19
Properties=species:S:1:pos:R:3:forces:R:3:lowdin_charge:R:1
C 1.596113 -1.629479 0.134857 1.88 0.31 -0.89 -0.021
N 1.598484 -0.136837 0.252897 -3.87 -0.59 -0.15 -0.164
N 2.594606 0.686069 0.015632 1.64 -1.07 0.10 0.051
C 2.089251 1.897337 -0.054661 3.45 -0.05 -0.47 -0.175
C 0.743616 1.864624 0.087142 -2.30 3.64 -1.35 -0.119
C 0.400284 0.604088 0.246726 -2.37 -4.86 1.51 -0.171
C -1.137185 -0.059367 0.671386 3.08 1.69 0.61 -0.515
N -1.408231 -1.227908 -0.164949 0.66 -0.18 0.54 -0.013
N -2.283484 -1.093520 -0.990821 -0.54 -0.86 -0.98 -0.041
C -2.965763 0.155918 -1.052863 -1.17 2.20 0.73 -0.448
S -2.490154 1.107413 0.474964 0.20 -0.27 -0.47 0.853
H 1.431488 -1.999627 -0.921313 0.13 0.86 0.92 0.093
H 2.665161 -1.902734 0.384243 -1.45 -0.16 0.14 0.096
H 0.784717 -2.103891 0.715106 0.82 0.53 0.15 0.069
H 2.851323 2.663295 -0.238363 -0.92 0.05 0.09 0.113
H 0.103832 2.674469 -0.254614 -0.16 -0.09 0.90 0.106
H -1.059315 -0.335717 1.759191 0.04 -0.01 -1.22 0.108
H -2.659493 0.740091 -1.956460 -0.40 -0.79 0.53 0.093
H -4.085662 0.074290 -0.944055 1.27 -0.34 -0.71 0.086
```
Forces are in eV/Å.

Summary:
- Highest occupied orbital energy: -9.17 eV
- ΔE to the lowest compared entry with this formula, charge and spin: 198.35 kJ/mol
- Total energy: -850.5335 Eh
- SMILES: Cn1nccc1[C@@H]1N=NCS1
- LUMO level: 0.41 eV


9.
# C6H8N6OS

One molecule with the formula C6H8N6OS in a non-equilibrium geometry (the ωB97M-V functional and the def2-TZVPD basis, OMol25).

Structure (XYZ):
```
22
Properties=species:S:1:pos:R:3:forces:R:3:lowdin_charge:R:1
C -3.381867 -0.329882 0.218303 -0.84 0.13 -0.11 -0.309
C -1.045064 0.260712 0.327118 -1.41 -0.36 -0.31 -0.464
C 1.213610 1.083972 0.638886 -3.79 0.64 0.63 -0.160
C 2.567782 0.753586 0.229902 0.06 -2.08 -0.92 -0.379
C 0.932893 -1.230694 0.053533 -0.43 1.22 -0.21 -0.367
C -2.031936 -0.718798 0.325835 0.94 -1.01 0.88 -0.174
N -5.460123 -0.435022 -0.053995 -1.80 -0.28 0.60 -0.074
N -4.444997 -1.113050 0.452737 1.95 0.12 -0.81 0.054
N -3.816136 0.825265 -0.346912 1.82 0.62 1.29 0.072
N -5.128181 0.715075 -0.450201 -1.04 1.53 -0.93 -0.031
N 0.279688 -0.095067 0.305763 3.46 -1.03 0.19 -0.037
N -1.856020 -2.129124 0.518582 1.46 1.49 -0.53 0.099
O -1.195896 1.501037 0.323473 -1.54 1.08 -0.11 -0.058
S 2.640350 -1.069072 -0.089110 -0.26 -0.37 0.49 0.966
H 0.979550 1.278036 1.734637 0.76 -0.15 -1.29 0.163
H 0.783952 1.954603 0.062969 0.57 -0.98 0.83 0.142
H 2.712504 1.117005 -0.773275 1.03 0.87 0.21 0.083
H 3.210568 0.894697 1.055738 1.39 0.82 0.07 0.072
H 0.432138 -2.142667 -0.253141 -0.09 0.17 0.13 0.089
H -3.260592 1.731274 -0.273566 -1.00 -1.64 -0.48 0.178
H -2.741303 -2.494808 0.787230 -0.55 -0.70 0.40 0.054
H -1.076621 -2.352172 1.142485 -0.68 -0.08 0.00 0.080
```
Forces are in eV/Å.

Summary:
- Highest occupied orbital energy (spin up / spin down): -6.82 / -7.19 eV
- ΔE to the lowest compared entry with this formula, charge and spin: 126.40 kJ/mol
- Total energy: -1035.2843 Eh
- LUMO level (spin up / spin down): -1.23 / -0.71 eV


10.
# C6H8NO2S

An isolated ion of composition C6H8NO2S and charge +1 in a non-equilibrium geometry (the ωB97M-V functional and the def2-TZVPD basis, OMol25).

Structure (XYZ):
```
18
Properties=species:S:1:pos:R:3:forces:R:3:lowdin_charge:R:1
C 1.236685 -1.723420 -0.175302 -1.06 5.39 -0.48 -0.070
C 0.174352 -1.656207 0.807206 -2.42 -1.09 0.56 -0.108
C 1.708586 -0.643783 -0.915602 2.03 -3.07 0.87 -0.062
C 1.516587 0.791086 -0.870701 -0.80 -0.11 -2.85 -0.139
C -1.096489 -1.143893 0.808102 2.33 1.40 -2.38 -0.150
C 1.349909 1.681207 0.038226 -0.34 -0.55 1.41 -0.191
N 0.935215 2.442380 0.861906 -1.29 0.12 0.00 0.212
O -3.072113 -0.404818 -0.640464 -0.60 1.33 -0.86 -0.315
O -1.545467 1.457024 0.074085 -0.07 0.28 -2.32 -0.270
S -1.474777 0.040075 -0.584032 -2.24 -1.17 2.05 1.153
H 1.686689 -2.640846 -0.131533 1.42 -2.05 -0.67 0.084
H 0.291661 -2.435868 1.578899 0.03 0.61 0.04 0.133
H 2.590306 -0.964440 -1.529053 -1.01 0.46 0.13 0.130
H 1.415657 1.362273 -1.834854 0.30 -0.98 0.43 0.157
H -1.892613 -1.262424 1.505986 -0.37 -0.09 0.39 0.086
H 1.470909 3.190160 1.185879 1.25 1.29 1.05 0.082
H -3.780468 0.176484 -1.157384 2.64 -1.32 1.16 0.175
H -1.514624 1.735007 0.978639 0.18 -0.44 1.46 0.095
```
Forces are in eV/Å.

Summary:
- Net charge: +1
- Highest occupied orbital energy: -12.49 eV
- ΔE to the lowest compared entry with this formula, charge and spin: 300.12 kJ/mol
- Total energy: -836.4276 Eh
- LUMO level: -4.41 eV